C2H8 | ωB97M-V with the def2-TZVPD basis set

Geometry as XYZ:
```
10
Properties=species:S:1:pos:R:3:nbo_charge:R:1
C -2.0852 -0.8990 3.7545 -0.852
H -1.2783 -0.2332 3.4145 0.213
H -2.9929 -0.7074 3.1636 0.213
H -2.2933 -0.7099 4.8180 0.213
H -1.7763 -1.9465 3.6225 0.213
C 2.0852 0.8991 -3.7548 -0.852
H 2.9216 0.4166 -4.2818 0.213
H 1.2652 0.1768 -3.6285 0.213
H 1.7294 1.7591 -4.3410 0.213
H 2.4246 1.2444 -2.7671 0.213
```

SMILES = C.C
Kohn-Sham gap = 0.5374 Ha
LUMO level = 1.2704 eV

=====

C43H82N5O4PSb2Si4SnTe | ωB97M-V with the def2-TZVPD basis set

Geometry as XYZ:
```
143
Properties=species:S:1:pos:R:3:lowdin_charge:R:1
Sn -0.8443 -0.5976 -0.0781 0.678
O 2.3196 -0.5983 -3.7975 0.134
C 1.5537 -0.5409 -2.7021 -0.476
O 0.7027 -1.3484 -2.4645 0.002
C 1.9080 0.5664 -1.7865 -0.214
C 2.9087 1.4714 -2.0931 0.009
C 3.2749 2.3916 -1.1279 -0.038
C 2.6915 2.3189 0.1179 0.006
C 1.6768 1.3901 0.3386 -0.192
N 1.2380 0.6015 -0.6328 0.046
C 0.7839 1.4605 1.6055 -0.558
O 0.8921 2.7962 2.0464 0.021
O -0.4372 1.1016 1.3988 -0.292
H 2.0127 -1.3479 -4.3262 0.140
H 3.3653 1.4429 -3.0725 0.128
H 4.0104 3.1576 -1.3414 0.122
H 2.9724 3.0084 0.9008 0.125
H -0.0211 3.0744 2.1928 0.125
C -4.3946 -1.5836 -2.9830 -0.341
Sb -2.5800 -2.3619 -2.0511 1.145
C -3.6452 -2.4233 -0.1753 -0.358
C -3.0188 -4.4368 -2.6471 -0.313
C -3.3704 -5.2769 -1.4526 -0.305
C -4.7141 -5.4370 -1.1028 -0.076
C -5.0963 -6.0919 0.0571 -0.097
C -4.1224 -6.6325 0.8836 -0.098
C -2.7856 -6.5085 0.5369 -0.072
C -2.3780 -5.8317 -0.6168 -0.295
C -0.9145 -5.6406 -0.8859 -0.318
Sb -0.1940 -3.6879 -0.1643 1.250
C 1.8075 -4.2279 -0.7162 -0.312
C -0.2812 -4.3337 1.8823 -0.301
H -5.2078 -2.2905 -2.8053 -0.007
H -4.2417 -1.4780 -4.0585 -0.008
H -4.6406 -0.6116 -2.5613 -0.023
H -4.6647 -2.7767 -0.3261 0.011
H -3.6835 -1.4321 0.2717 -0.019
H -3.1540 -3.1094 0.5221 -0.009
H -2.1344 -4.8047 -3.1682 0.038
H -3.8458 -4.3981 -3.3579 0.054
H -5.4702 -5.0190 -1.7599 0.110
H -6.1451 -6.1737 0.3146 0.098
H -4.4002 -7.1496 1.7939 0.096
H -2.0267 -6.9505 1.1740 0.105
H -0.6664 -5.6730 -1.9491 0.048
H -0.3150 -6.3959 -0.3691 0.059
H 2.1777 -5.0535 -0.1058 0.006
H 2.4634 -3.3660 -0.6192 -0.033
H 1.7831 -4.5411 -1.7617 0.003
H 0.2585 -5.2761 2.0008 0.010
H -1.3265 -4.4954 2.1467 0.000
H 0.1467 -3.5692 2.5274 -0.027
C -3.3778 4.8620 -5.8339 -0.210
Si -3.0855 3.2195 -4.9587 0.326
C -1.7880 2.2473 -5.9217 -0.221
C -4.6665 2.2029 -5.0376 -0.213
Si -2.4255 3.5006 -2.7298 0.022
Te -1.8622 1.3581 -1.6028 0.446
Si -4.1069 4.6144 -1.5484 0.319
C -3.4893 4.9104 0.2093 -0.227
C -4.6391 6.2749 -2.2618 -0.216
C -5.6240 3.5092 -1.4122 -0.222
Si -0.4635 4.7913 -2.7723 0.328
C 0.7884 3.8601 -3.8374 -0.222
C 0.2670 4.8573 -1.0364 -0.222
C -0.5686 6.5553 -3.4243 -0.213
H -3.8050 4.7136 -6.8298 0.031
H -2.4404 5.4189 -5.9425 0.014
H -4.0646 5.4903 -5.2546 0.014
H -2.2010 1.7920 -6.8261 0.028
H -1.4022 1.4472 -5.2788 0.017
H -0.9435 2.8804 -6.2116 0.012
H -4.9933 2.0217 -6.0657 0.031
H -5.4823 2.6980 -4.4994 0.013
H -4.4924 1.2357 -4.5528 0.014
H -2.8014 5.7624 0.2549 0.019
H -2.9427 4.0184 0.5391 0.011
H -4.3084 5.0907 0.9113 0.027
H -3.7682 6.8899 -2.5166 0.014
H -5.2485 6.8274 -1.5411 0.030
H -5.2288 6.1445 -3.1755 0.018
H -5.2978 2.4966 -1.1489 0.019
H -6.1659 3.4469 -2.3613 0.014
H -6.3199 3.8570 -0.6434 0.029
H 0.6901 2.7886 -3.6292 0.005
H 1.8201 4.1587 -3.6216 0.026
H 0.6049 4.0095 -4.9062 0.018
H 0.2007 3.8606 -0.5861 -0.004
H -0.2841 5.5486 -0.3884 0.023
H 1.3207 5.1582 -1.0375 0.029
H -0.9540 6.5725 -4.4496 0.012
H 0.4178 7.0286 -3.4230 0.029
H -1.2404 7.1662 -2.8114 0.018
N 1.2017 -1.4888 0.9787 -0.331
P 2.1187 -1.0343 2.0871 0.636
N 2.3563 -2.0985 3.4021 -0.203
C 2.9606 -3.3532 2.8932 -0.219
C 2.7239 -4.4933 3.8729 -0.175
C 3.4945 -4.2371 5.1834 -0.182
C 3.6584 -2.7274 5.4154 -0.176
C 2.4569 -1.9663 4.8590 -0.217
N 3.6882 -0.5875 1.6621 -0.180
C 4.7808 -0.3732 2.6227 -0.208
C 6.0610 -1.1031 2.2233 -0.179
C 6.5812 -0.6113 0.8636 -0.181
C 5.4050 -0.2383 -0.0580 -0.170
C 4.1522 -1.0138 0.3292 -0.206
N 1.4180 0.5112 2.9296 -0.096
C 2.3976 1.3356 3.7162 -0.154
C 1.8049 2.3963 4.6651 -0.157
C 0.3658 2.1002 5.0961 -0.179
C 0.1628 0.5932 5.1645 -0.164
C 0.2473 -0.0044 3.7625 -0.145
H 4.0425 -3.2481 2.7365 0.105
H 2.5157 -3.5722 1.9215 0.075
H 3.0435 -5.4303 3.4155 0.115
H 1.6556 -4.5721 4.0784 0.100
H 4.4796 -4.7048 5.1393 0.107
H 2.9552 -4.6851 6.0194 0.107
H 4.5717 -2.3744 4.9316 0.098
H 3.7568 -2.5042 6.4792 0.114
H 2.5187 -0.9258 5.1525 0.077
H 1.5527 -2.3741 5.3320 0.126
H 4.4720 -0.7120 3.6088 0.082
H 5.0054 0.6981 2.6980 0.116
H 5.8701 -2.1761 2.1789 0.097
H 6.8038 -0.9426 3.0063 0.114
H 7.1836 -1.3956 0.4034 0.107
H 7.2297 0.2547 1.0057 0.106
H 5.6482 -0.4451 -1.1013 0.115
H 5.1872 0.8297 0.0205 0.095
H 4.3745 -2.0895 0.3078 0.117
H 3.3471 -0.8442 -0.3808 0.081
H 3.0543 1.8110 2.9916 0.107
H 2.9967 0.6476 4.2989 0.084
H 1.8615 3.3758 4.2002 0.102
H 2.4436 2.4086 5.5513 0.115
H -0.3454 2.5154 4.3786 0.108
H 0.1696 2.5654 6.0622 0.113
H -0.8220 0.3442 5.5603 0.122
H 0.9061 0.1640 5.8394 0.100
H -0.6477 0.2683 3.2140 0.112
H 0.2786 -1.0886 3.7932 0.094
```

Kohn-Sham gap = 0.2226 Ha
LUMO level = -0.2972 eV

=====

C25H30Cl2MnN16O3S | ωB97M-V with the def2-TZVPD basis set

Geometry as XYZ:
```
78
Properties=species:S:1:pos:R:3:lowdin_charge:R:1
Mn 0.4146 -0.1607 0.0700 0.436
N -1.3752 -0.6187 -1.0602 -0.060
N -1.3274 -1.9318 -1.5525 0.022
C -0.2036 -2.6791 -1.4073 -0.396
N -0.1908 -3.9177 -1.8493 0.245
N 0.7889 -2.0144 -0.8214 0.065
N 2.0605 -2.5449 -0.8066 -0.384
O 2.2905 -3.6602 -1.2278 0.096
O 2.9003 -1.7908 -0.3569 0.035
H -2.1125 -0.6002 -0.3534 -0.004
H -1.6313 0.0009 -1.8238 0.051
H -2.1836 -2.3464 -1.8824 0.169
H -0.9920 -4.3266 -2.3005 0.143
H 0.6726 -4.4371 -1.7792 0.110
C 4.3745 -0.1313 3.9858 -0.048
N 3.0631 -0.1544 3.3063 -0.086
C 2.8041 -0.1730 2.0067 -0.106
N 1.4908 -0.0878 1.8190 -0.011
C 0.9984 0.0071 3.0846 -0.224
N 1.9154 -0.0336 4.0174 0.154
C 4.8849 1.2687 4.2169 -0.202
C 5.1062 1.7388 5.5024 -0.018
C 5.5681 3.0367 5.7007 -0.038
C 5.7821 3.8772 4.6225 0.004
C 5.5456 3.4082 3.3320 -0.128
C 5.1142 2.1072 3.1347 0.020
C 5.7123 4.3020 2.1819 -0.298
N 6.0887 5.5233 2.1510 0.149
N 6.0052 5.9181 0.7933 0.148
C 5.5842 4.8914 0.1575 -0.298
O 5.3742 3.8178 0.9598 0.110
C 5.2606 4.7480 -1.2657 -0.128
C 5.3665 5.8471 -2.1142 0.003
C 5.0135 5.7145 -3.4449 -0.037
C 4.5397 4.4997 -3.9302 -0.017
C 4.4450 3.4014 -3.0878 -0.201
C 3.9079 2.0904 -3.6082 -0.046
N 2.6917 1.6479 -2.8937 -0.086
C 2.5911 0.9036 -1.8012 -0.103
N 1.3220 0.8584 -1.4174 -0.005
C 0.6854 1.6391 -2.3395 -0.180
N 1.4807 2.1341 -3.2523 0.162
C 4.8152 3.5299 -1.7559 0.022
H 5.0536 -0.7096 3.3617 0.139
H 4.2386 -0.6502 4.9290 0.129
H 3.5549 -0.2909 1.2451 0.128
H -0.0528 0.0963 3.3037 0.090
H 4.9253 1.0926 6.3551 0.121
H 5.7514 3.3943 6.7055 0.118
H 6.1241 4.8952 4.7628 0.126
H 4.9565 1.7544 2.1202 0.114
H 5.7193 6.7913 -1.7179 0.126
H 5.0936 6.5645 -4.1097 0.118
H 4.2449 4.4118 -4.9708 0.122
H 4.6323 1.2835 -3.5147 0.139
H 3.6242 2.1897 -4.6504 0.130
H 3.4161 0.3839 -1.3413 0.135
H -0.3781 1.8306 -2.3358 0.071
H 4.7544 2.6830 -1.0795 0.114
N -0.4946 2.5679 1.3364 0.223
C -0.4632 1.5753 0.7567 -0.105
H -0.6066 3.4379 1.8242 0.126
C -1.7807 -2.1888 5.5620 -0.038
N -1.3210 -2.0941 4.1773 -0.039
C -2.0700 -1.7004 3.1546 -0.831
N -3.3075 -1.2764 3.4217 0.141
S -1.4737 -1.7720 1.5434 0.718
H -0.9487 -2.5133 6.1789 0.099
H -2.5883 -2.9167 5.6598 0.101
H -2.1141 -1.2168 5.9296 0.097
H -0.4178 -2.4668 3.9337 0.125
H -3.7175 -1.3468 4.3377 0.108
H -3.8970 -1.0126 2.6522 0.107
Cl -3.1451 2.0828 -1.0346 0.536
C -3.4414 2.9559 -2.5687 -0.949
Cl -2.8806 2.0063 -3.9424 0.549
H -2.8922 3.8856 -2.5372 0.035
H -4.5060 3.1161 -2.6601 0.035
```

Multiplicity = 2
Expectation value of S² = 0.896
Total charge = +2
Kohn-Sham gap (alpha / beta) = 0.2778 / 0.2777 Ha
LUMO level (alpha / beta) = -5.0887 / -5.0909 eV

=====

C12H9Cl3CuN2O6 | ωB97M-V with the def2-TZVPD basis set

Geometry as XYZ:
```
33
Properties=species:S:1:pos:R:3:nbo_charge:R:1
Cu -1.1254 -0.2811 -1.0525 1.485
C 2.9883 -0.4325 -2.0455 -0.245
C 3.5926 -0.5133 -0.8021 -0.133
C 2.8035 -0.5731 0.3336 -0.217
C 1.4215 -0.5517 0.2026 0.217
N 0.8541 -0.4757 -1.0070 -0.515
C 1.6077 -0.4106 -2.0995 0.089
C 0.4898 -0.6050 1.3629 0.176
C 0.9205 -0.7139 2.6780 -0.216
C -0.0298 -0.7539 3.6875 -0.143
C -1.3718 -0.6914 3.3580 -0.240
C -1.7168 -0.5914 2.0199 0.093
N -0.8070 -0.5460 1.0571 -0.524
H 3.5652 -0.3789 -2.9565 0.236
H 4.6703 -0.5247 -0.7144 0.229
H 3.2624 -0.6218 1.3085 0.225
H 1.0774 -0.3250 -3.0387 0.223
H 1.9703 -0.7668 2.9207 0.220
H 0.2798 -0.8361 4.7205 0.226
H -2.1437 -0.7231 4.1129 0.233
H -2.7494 -0.5544 1.6971 0.228
O -3.0925 -2.8973 0.0838 -0.795
Cl -2.9458 -2.2245 -1.1541 2.528
O -1.5269 -2.2801 -1.5958 -0.901
O -3.8047 -2.7208 -2.1528 -0.763
O -3.1566 -0.7587 -0.9535 -0.890
Cl -0.5327 3.9132 -3.3473 -0.012
C -0.6926 3.8214 -1.5892 -0.309
Cl -2.2539 4.4722 -1.0544 -0.008
C -0.5559 2.3864 -1.0616 0.750
O 0.1224 2.2209 -0.0530 -0.674
O -1.2023 1.5003 -1.7174 -0.810
H 0.0821 4.4373 -1.1473 0.237
```

Multiplicity = 2
Expectation value of S² = 0.752
Kohn-Sham gap (alpha / beta) = 0.3248 / 0.3130 Ha
LUMO level (alpha / beta) = -0.9150 / -1.2498 eV